1.
The following is a quantum chemistry calculation of an isolated molecule of C14H15N5O2S at a distorted geometry, from the OMol25 dataset.

Each atom is followed by the atoms it is bonded to, with distances in Å.
Cartesian coordinates (Å):
1 O 2.12 -1.41 -1.74  C6 1.241
2 N -2.43 0.46 6.49  C7 1.324, C10 1.415
3 N -0.47 0.06 4.14  C8 1.261, C14 1.403
4 O 2.26 0.34 -3.20  C6 1.339, C22 1.391
5 S -4.78 1.64 6.28  C7 1.775, C9 1.749
6 C 2.09 -0.20 -1.98  O1 1.241, O4 1.339, N17 1.383
7 C -3.58 0.64 7.12  N2 1.324, S5 1.775, H23 1.093
8 C -1.45 0.85 4.12  N3 1.261, C10 1.485, N19 1.464
9 C -3.67 1.57 4.94  S5 1.749, C10 1.339, H24 1.042
10 C -2.51 0.93 5.15  N2 1.415, C8 1.485, C9 1.339
11 C 1.22 -0.69 2.38  C12 1.380, C14 1.423, H25 1.133
12 C 1.76 -0.41 1.14  C11 1.380, C15 1.359, H26 1.144
13 C 0.21 1.35 0.85  C15 1.431, C16 1.391, H27 1.111
14 C 0.16 0.11 2.89  N3 1.403, C11 1.423, C16 1.372
15 C 1.20 0.48 0.28  C12 1.359, C13 1.431, N17 1.378
16 C -0.35 1.11 2.10  C13 1.391, C14 1.372, N19 1.415
17 N 1.62 0.68 -1.02  C6 1.383, C15 1.378, H28 0.994
18 N -2.08 2.98 2.68  N19 1.507, H29 1.021, H30 1.033
19 N -1.35 1.68 2.92  C8 1.464, C16 1.415, N18 1.507
20 C 2.72 -0.15 -5.58  C22 1.521, H31 1.134, H32 1.116, H33 1.107
21 C 4.56 -0.24 -3.78  C22 1.602, H34 1.105, H35 1.083, H36 1.116
22 C 3.01 -0.40 -4.11  O4 1.391, C20 1.521, C21 1.602, H37 1.082
23 H -3.70 0.32 8.16  C7 1.093
24 H -3.89 1.83 3.95  C9 1.042
25 H 1.52 -1.58 3.01  C11 1.133
26 H 2.60 -1.07 0.73  C12 1.144
27 H -0.22 2.26 0.41  C13 1.111
28 H 1.21 1.50 -1.39  N17 0.994
29 H -2.14 3.47 3.57  N18 1.021
30 H -1.62 3.61 2.00  N18 1.033
31 H 2.70 -1.06 -6.25  C20 1.134
32 H 1.69 0.29 -5.62  C20 1.116
33 H 3.37 0.64 -6.00  C20 1.107
34 H 4.90 -0.84 -2.91  C21 1.105
35 H 4.94 0.76 -3.59  C21 1.083
36 H 5.23 -0.49 -4.63  C21 1.116
37 H 2.73 -1.44 -3.97  C22 1.082

Kohn-Sham gap: 0.308 Ha
electronic energy: -1364.86244 hartree
HOMO level: -8.0164 eV
LUMO: 0.014 Ha
strongest force on any atom: 0.0850 Eh/bohr
relative energy (zero: lowest compared OMol25 entry of this formula, charge and spin): 263.7 kJ/mol

2.
The following is a quantum chemistry calculation of a cluster of 2 separate species, C14H16 in total, from the OMol25 dataset.

Each atom is followed by the atoms it is bonded to, with distances in Å.
Cartesian coordinates (Å):
1 C -1.13 -1.77 2.59  C3 1.507, H10 1.084, H11 1.089, H15 1.095
2 C 1.25 -2.11 1.87  C3 1.388, C4 1.389, H8 1.081
3 C -0.09 -2.07 1.54  C1 1.507, C2 1.388, C5 1.390
4 C 2.22 -2.41 0.92  C2 1.389, C6 1.380, H9 1.090
5 C -0.47 -2.35 0.23  C3 1.390, C7 1.384, H12 1.082
6 C 1.84 -2.72 -0.38  C4 1.380, C7 1.384, H13 1.089
7 C 0.50 -2.70 -0.70  C5 1.384, C6 1.384, H14 1.087
8 H 1.54 -1.87 2.88  C2 1.081
9 H 3.28 -2.30 1.13  C4 1.090
10 H -2.05 -1.36 2.18  C1 1.084
11 H -0.74 -1.06 3.31  C1 1.089
12 H -1.50 -2.40 -0.09  C5 1.082
13 H 2.53 -2.93 -1.19  C6 1.089
14 H 0.16 -3.01 -1.69  C7 1.087
15 H -1.38 -2.67 3.17  C1 1.095
16 C -2.16 2.72 -2.34  C22 1.516, H28 1.087, H29 1.089, H30 1.099
17 C 1.29 1.83 0.12  C18 1.421, C19 1.370, H23 1.090
18 C 0.60 3.06 0.29  C17 1.421, C20 1.440, H24 1.086
19 C 0.87 0.92 -0.82  C17 1.370, C21 1.429, H25 1.086
20 C -0.57 3.30 -0.50  C18 1.440, C22 1.370, H26 1.096
21 C -0.29 1.16 -1.62  C19 1.429, C22 1.424, H27 1.091
22 C -0.96 2.41 -1.46  C16 1.516, C20 1.370, C21 1.424
23 H 2.26 1.65 0.59  C17 1.090
24 H 0.80 3.65 1.18  C18 1.086
25 H 1.42 -0.01 -0.94  C19 1.086
26 H -1.08 4.26 -0.36  C20 1.096
27 H -0.80 0.37 -2.17  C21 1.091
28 H -2.93 3.23 -1.76  C16 1.087
29 H -2.57 1.83 -2.79  C16 1.089
30 H -1.85 3.34 -3.20  C16 1.099

Kohn-Sham gap (spin up / spin down): 0.092 / 0.248 Ha
electronic energy: -543.01254 hartree
<S²>: 0.759
HOMO level (spin up / spin down): 0.9801 / -3.4354 eV
LUMO (spin up / spin down): 0.128 / 0.122 Ha
total charge: -1
strongest force on any atom: 0.0162 Eh/bohr
2S+1: 2
relative energy (zero: lowest compared OMol25 entry of this formula, charge and spin): 22.9 kJ/mol

3.
The following is a quantum chemistry calculation of a cluster of 2 separate species, C14H16 in total at a distorted geometry, from the OMol25 dataset.

Each atom is followed by the atoms it is bonded to, with distances in Å.
Cartesian coordinates (Å):
1 C 1.52 -3.48 0.11  C5 1.507, H12 1.084, H13 1.089, H15 1.084
2 C -2.00 -2.36 -0.83  C3 1.385, C4 1.386, H8 1.074
3 C -0.72 -2.88 -0.93  C2 1.385, C5 1.400, H9 1.085
4 C -2.46 -1.93 0.41  C2 1.386, C6 1.392, H10 1.083
5 C 0.08 -3.06 0.21  C1 1.507, C3 1.400, C7 1.386
6 C -1.70 -2.11 1.56  C4 1.392, C7 1.390, H11 1.080
7 C -0.47 -2.75 1.44  C5 1.386, C6 1.390, H14 1.077
8 H -2.61 -2.28 -1.71  C2 1.074
9 H -0.36 -3.33 -1.84  C3 1.085
10 H -3.46 -1.52 0.48  C4 1.083
11 H -2.13 -1.69 2.45  C6 1.080
12 H 1.81 -3.74 -0.90  C1 1.084
13 H 1.68 -4.40 0.67  C1 1.089
14 H 0.05 -2.94 2.37  C7 1.077
15 H 2.16 -2.67 0.42  C1 1.084
16 C 1.26 4.38 -1.91  C20 1.511, H27 1.088, H28 1.098, H30 1.089
17 C 0.19 1.09 -0.39  C18 1.402, C19 1.380, H23 1.082
18 C 0.29 2.17 -1.28  C17 1.402, C20 1.380, H24 1.086
19 C 0.42 1.32 0.95  C17 1.380, C21 1.383, H25 1.089
20 C 0.90 3.33 -0.88  C16 1.511, C18 1.380, C22 1.400
21 C 0.90 2.53 1.41  C19 1.383, C22 1.385, H26 1.079
22 C 1.12 3.54 0.49  C20 1.400, C21 1.385, H29 1.080
23 H -0.02 0.10 -0.79  C17 1.082
24 H 0.01 1.96 -2.31  C18 1.086
25 H 0.26 0.52 1.68  C19 1.089
26 H 0.93 2.75 2.46  C21 1.079
27 H 1.41 5.34 -1.42  C16 1.088
28 H 0.41 4.51 -2.60  C16 1.098
29 H 1.43 4.56 0.70  C22 1.080
30 H 2.07 3.98 -2.51  C16 1.089

Kohn-Sham gap: 0.360 Ha
electronic energy: -543.05304 hartree
HOMO level: -8.8426 eV
LUMO: 0.035 Ha
strongest force on any atom: 0.0314 Eh/bohr
relative energy (zero: lowest compared OMol25 entry of this formula, charge and spin): 52.1 kJ/mol